# 1
Formula: C30H93N2O19
Source: OMol25
Level of theory: wB97M-V/def2-TZVPD

The geometry in ORCA input format:
```
! RIJCOSX wB97M-V def2-TZVPD def2/J DEFGRID3
* xyz 1 1
C 6.42 -2.25 0.75
C 7.14 -1.49 -0.38
C 6.88 0.02 -0.47
O 6.28 0.53 0.72
C 5.87 1.88 0.63
C 4.35 1.95 0.44
C 3.66 3.21 0.91
N 2.22 2.97 0.82
C 1.73 2.88 -0.57
C 0.48 2.00 -0.66
O -0.57 2.70 -0.05
C -1.84 2.45 -0.63
C -2.94 2.89 0.33
O -3.58 1.76 0.90
C -5.00 1.83 0.84
C -5.58 0.52 1.34
O -5.54 -0.41 0.27
C -5.54 -1.77 0.70
C -6.09 -2.64 -0.41
C 2.84 2.49 -1.56
N 3.97 1.66 -1.00
H 5.50 -1.77 1.10
H 7.11 -2.40 1.58
H 6.15 -3.25 0.37
H 6.84 -1.92 -1.35
H 8.21 -1.64 -0.27
H 6.23 0.23 -1.34
H 7.83 0.55 -0.64
H 6.13 2.40 1.56
H 6.40 2.39 -0.19
H 3.93 1.12 1.02
H 3.98 4.09 0.32
H 3.93 3.37 1.96
H 1.71 3.70 1.30
H 1.38 3.87 -0.90
H 0.62 1.03 -0.16
H 0.27 1.83 -1.73
H -1.97 1.37 -0.81
H -1.91 2.98 -1.60
H -2.48 3.49 1.13
H -3.67 3.53 -0.19
H -5.33 1.99 -0.19
H -5.37 2.66 1.45
H -6.62 0.65 1.68
H -4.95 0.16 2.17
H -4.50 -2.07 0.94
H -6.13 -1.88 1.62
H -6.10 -3.68 -0.08
H -7.12 -2.35 -0.66
H -5.47 -2.58 -1.31
H 3.30 3.36 -2.02
H 2.39 1.90 -2.37
H 4.79 1.85 -1.57
H 3.80 0.64 -1.12
C 1.13 -0.98 2.25
O 2.44 -0.60 2.63
H 1.00 -2.04 2.49
H 0.38 -0.41 2.80
H 0.97 -0.85 1.18
H 2.52 0.34 2.44
C 5.76 1.04 4.07
O 7.02 1.31 3.49
H 5.57 1.82 4.81
H 4.96 1.05 3.33
H 5.74 0.07 4.58
H 7.17 0.63 2.81
C -8.53 1.96 -0.60
O -7.75 3.07 -0.15
H -7.84 1.29 -1.13
H -8.96 1.41 0.23
H -9.32 2.27 -1.29
H -8.35 3.63 0.35
C 2.71 -2.00 -2.11
O 3.48 -0.79 -2.23
H 3.24 -2.64 -1.41
H 1.71 -1.80 -1.73
H 2.64 -2.51 -3.07
H 3.03 -0.25 -2.89
C -7.03 -0.71 4.56
O -7.86 -0.95 3.43
H -6.59 0.27 4.44
H -7.62 -0.73 5.48
H -6.23 -1.46 4.63
H -8.26 -1.82 3.54
C -6.11 6.14 0.42
O -6.91 5.95 -0.74
H -5.59 7.09 0.29
H -6.72 6.21 1.33
H -5.37 5.35 0.54
H -7.37 5.11 -0.64
C -5.09 6.70 -3.42
O -3.90 6.53 -4.18
H -4.86 7.38 -2.60
H -5.89 7.14 -4.02
H -5.45 5.76 -3.00
H -4.09 5.94 -4.91
C -7.77 -2.07 -4.12
O -6.39 -1.94 -3.75
H -7.99 -3.13 -4.17
H -8.42 -1.62 -3.37
H -7.97 -1.61 -5.08
H -6.19 -1.00 -3.69
C -8.58 -1.09 -7.80
O -9.46 -0.60 -6.79
H -7.86 -1.74 -7.31
H -9.12 -1.67 -8.55
H -8.04 -0.28 -8.28
H -10.10 -0.02 -7.21
C 10.41 -1.38 2.22
O 9.04 -0.97 2.29
H 10.51 -2.04 1.36
H 11.07 -0.52 2.09
H 10.70 -1.93 3.11
H 8.95 -0.39 3.06
C -5.50 0.98 -6.70
O -5.36 -0.27 -7.34
H -5.35 1.75 -7.46
H -6.50 1.11 -6.28
H -4.76 1.13 -5.91
H -5.49 -0.96 -6.68
C 3.91 -5.43 0.75
O 5.22 -5.42 0.20
H 3.89 -4.67 1.54
H 3.15 -5.18 0.00
H 3.66 -6.40 1.19
H 5.26 -6.09 -0.49
C 2.01 -2.11 6.42
O 1.41 -2.37 5.14
H 1.84 -3.00 7.03
H 3.08 -1.96 6.32
H 1.56 -1.25 6.91
H 1.56 -1.59 4.60
C 2.75 -5.80 5.37
O 3.64 -4.69 5.35
H 3.24 -6.58 5.95
H 1.80 -5.55 5.84
H 2.56 -6.19 4.36
H 3.21 -3.98 4.86
C 12.43 -4.38 -0.62
O 11.33 -3.71 -0.01
H 13.11 -4.67 0.18
H 12.10 -5.29 -1.15
H 12.96 -3.74 -1.32
H 10.72 -3.46 -0.70
*
```

## Properties
Kohn-Sham gap ... 8.4057 eV
Lowest unoccupied orbital energy ... -2.590 eV



# 2
Formula: C15H19NO5S4Tc
Source: OMol25
Level of theory: wB97M-V/def2-TZVPD

The geometry in ORCA input format:
```
! RIJCOSX wB97M-V def2-TZVPD def2/J DEFGRID3
* xyz 2 2
Tc 0.51 0.25 -0.01
C 0.29 3.74 0.43
C -1.08 3.42 -0.17
S -0.83 2.00 -1.25
C -2.44 1.34 -1.70
C -2.17 -0.05 -2.25
S -1.21 -1.16 -1.16
C -2.43 -1.57 0.14
C -2.73 -0.46 1.15
S -1.11 -0.09 1.86
C -1.18 1.50 2.73
C 0.23 2.09 2.80
S 1.14 2.35 1.24
H 0.22 4.55 1.16
H 0.99 4.06 -0.34
H -1.40 4.26 -0.78
H -1.84 3.23 0.58
H -2.84 1.97 -2.49
H -3.14 1.35 -0.87
H -1.59 0.00 -3.17
H -3.10 -0.59 -2.48
H -2.00 -2.43 0.65
H -3.33 -1.91 -0.38
H -3.39 -0.84 1.93
H -3.19 0.42 0.71
H -1.54 1.31 3.74
H -1.89 2.16 2.23
H 0.88 1.43 3.37
H 0.21 3.05 3.31
O 3.94 -4.62 -1.53
C 3.24 -3.57 -1.13
C 2.88 -3.33 0.20
C 2.13 -2.21 0.47
N 1.70 -1.40 -0.49
C 2.14 -1.55 -1.74
C 2.88 -2.63 -2.12
C 1.82 -0.35 -2.58
O 1.96 -0.27 -3.76
O 1.38 0.64 -1.78
C 1.84 -1.64 1.82
O 2.03 -2.17 2.87
O 1.40 -0.38 1.67
H 4.19 -5.20 -0.80
H 3.21 -3.96 1.02
H 3.23 -2.73 -3.14
*
```

## Properties
Energy above the lowest of the compared OMol25 structures with the same formula, charge and spin ... 0.1375 eV
⟨S²⟩ ... 0.759
Kohn-Sham gap (alpha / beta) ... 7.6120 / 5.9282 eV
Lowest unoccupied orbital energy (alpha / beta) ... -7.443 / -8.871 eV



# 3
Formula: C4H11N2O
Source: OMol25
Level of theory: wB97M-V/def2-TZVPD

The geometry in ORCA input format:
```
! RIJCOSX wB97M-V def2-TZVPD def2/J DEFGRID3
* xyz 0 2
N 0.46 1.56 0.76
C -0.98 1.47 0.64
C -1.27 0.00 0.00
N -0.25 -1.01 0.26
C 0.98 -1.72 -0.25
C 1.08 -0.80 -1.46
O 1.60 0.37 -1.40
H 0.99 0.99 -0.12
H 0.88 2.50 0.73
H 0.65 0.69 1.40
H -1.26 2.21 -0.13
H -1.61 1.39 1.53
H -2.16 -0.35 0.54
H -1.59 0.08 -1.05
H -0.62 -1.61 1.03
H 0.70 -2.74 -0.64
H 1.79 -1.74 0.50
H 0.62 -1.28 -2.33
*
```

## Properties
Energy above the lowest of the compared OMol25 structures with the same formula, charge and spin ... 3.8004 eV
⟨S²⟩ ... 0.753
Kohn-Sham gap (alpha / beta) ... 4.8009 / 8.5987 eV
Lowest unoccupied orbital energy (alpha / beta) ... 0.560 / 0.492 eV



Going through the records in order, we get max |F| values of 0.010; 0.023; 0.111 Eh/bohr.